Model A:
C5H14 | wB97M-V/def2-TZVPD

Structure (XYZ):
```
19
Properties=species:S:1:pos:R:3
C -0.256 -0.225 -2.125
C 0.207 -0.562 -3.571
C -0.775 -0.667 1.480
C 0.519 -0.002 1.967
C 0.395 1.434 2.496
H 0.544 -0.492 -1.437
H -1.101 -0.886 -1.995
H -0.492 0.826 -1.993
H -0.624 -0.918 -4.175
H 0.708 0.261 -4.067
H -0.508 -1.528 0.886
H -1.310 -0.941 2.386
H 1.350 1.936 2.337
H -0.233 1.986 1.788
H 0.075 1.500 3.523
H 1.248 0.087 1.162
H 0.953 -1.360 -3.555
H 0.956 -0.630 2.686
H -1.311 0.030 0.835
```

Computed properties:
- SMILES: CCC.CC
- Net charge: 0
- HOMO-LUMO gap: 12.468 eV



Model B:
C5H14 | wB97M-V/def2-TZVPD

Structure (XYZ):
```
19
Properties=species:S:1:pos:R:3
C 2.006 -0.890 -0.600
C -1.704 0.674 1.406
C -2.099 1.334 0.065
C 2.605 -0.363 -1.952
C -1.042 -0.739 1.474
H -1.194 -1.129 0.487
H 3.388 -1.017 -2.341
H -2.255 0.452 -0.560
H -1.582 -1.340 2.182
H -3.051 1.826 -0.066
H -1.195 1.393 2.025
H -1.377 2.116 -0.366
H -2.706 0.647 1.914
H 1.885 -0.447 -2.797
H -0.011 -0.635 1.766
H 2.842 0.706 -1.912
H 1.318 -1.726 -0.666
H 1.446 0.000 -0.291
H 2.727 -0.861 0.232
```

Computed properties:
- SMILES: CCC.CC
- Net charge: 0
- HOMO-LUMO gap: 11.871 eV



Model C:
C5H14 | wB97M-V/def2-TZVPD

Structure (XYZ):
```
19
Properties=species:S:1:pos:R:3
C -1.167 0.404 1.362
C 1.072 0.412 2.484
C -0.178 1.252 2.175
C 0.760 -1.104 -2.372
C -0.516 -0.511 -3.015
H -1.235 -1.326 -3.123
H -1.081 0.286 -2.538
H 0.802 -0.577 2.857
H 1.021 -0.833 -1.360
H 1.626 0.201 1.567
H -2.100 0.939 1.184
H -0.668 1.537 3.106
H 0.601 -2.184 -2.376
H 1.707 0.929 3.200
H -0.259 -0.232 -4.036
H -0.722 0.137 0.402
H 1.616 -0.936 -3.022
H 0.129 2.131 1.626
H -1.409 -0.526 1.879
```

Computed properties:
- SMILES: CCC.CC
- Net charge: 0
- HOMO-LUMO gap: 12.689 eV



model C (2.6 kcal/mol below the next structure)



Model A:
CH4N2P2 | wB97M-V/def2-TZVPD

Structure (XYZ):
```
9
Properties=species:S:1:pos:R:3
P 1.670 -0.424 -0.771
P -0.826 1.570 0.507
N -1.273 0.191 -0.534
N 0.684 -0.990 0.563
C 0.071 0.172 -0.058
H -1.229 1.257 2.041
H 1.239 -1.483 -1.640
H 1.051 -0.579 1.406
H -1.388 0.286 -1.514
```

Computed properties:
- SMILES: N1PC12NP2
- Net charge: 0
- HOMO-LUMO gap: 9.805 eV



Model B:
CH4N2P2 | wB97M-V/def2-TZVPD

Structure (XYZ):
```
9
Properties=species:S:1:pos:R:3
P -0.447 0.395 1.728
P -0.282 1.633 -1.038
N 0.500 0.271 -1.130
N -0.500 -1.098 1.441
C 0.328 -0.929 -0.675
H 0.492 2.229 -2.079
H -0.727 0.504 3.133
H -0.571 -1.483 -0.909
H 1.207 -1.521 -0.471
```

Computed properties:
- Net charge: 0
- HOMO-LUMO gap (spin up / spin down): 6.197 / 6.905 eV



model A (39.9 kcal/mol below the next structure)



Model A:
C33H46CoN6 | wB97M-V/def2-TZVPD

Structure (XYZ):
```
86
Properties=species:S:1:pos:R:3
Co 0.280 -0.157 -0.107
N 4.370 -0.652 0.623
N 3.140 -2.434 -0.374
N 0.866 -0.546 2.321
N 0.358 2.938 -0.218
N 0.134 2.324 1.856
N 2.229 -0.231 -0.121
C 0.303 1.799 0.561
C -0.900 -0.153 -1.737
C -0.848 4.334 -3.429
C 2.629 2.285 -2.014
C -0.167 -1.380 -1.584
C -2.809 1.013 -0.353
C 0.358 4.089 0.575
C -2.097 -1.301 1.644
C -1.696 0.038 -0.558
C 0.993 0.543 3.133
C -0.822 3.926 -2.093
C 3.778 -2.768 -1.658
C 0.161 4.514 -5.741
C -0.246 -3.342 0.131
C 1.468 -1.661 2.788
C 0.109 1.635 3.037
C 3.228 -1.104 0.072
C 5.500 -1.518 0.943
C 2.591 -1.603 3.625
C -1.412 -1.038 0.347
C 1.275 3.305 -3.836
C 0.260 3.138 -1.645
C -1.067 0.551 -3.043
C 0.191 4.041 -4.314
C 3.188 -3.549 0.584
C 2.074 0.677 4.052
C 0.162 3.722 1.839
C 1.353 2.894 -2.499
C 0.522 -2.109 -2.687
C 2.929 -0.387 4.239
C -1.914 4.405 -1.194
C -0.515 -1.948 -0.310
C 4.478 0.722 1.111
H -0.165 -2.793 -3.211
H -1.600 1.499 -2.911
H 0.089 4.319 2.726
H 0.426 5.072 0.153
H 3.812 -0.275 4.864
H -2.774 -0.476 1.884
H 0.184 3.677 -6.456
H 4.169 -3.663 1.079
H 3.420 2.471 -2.746
H 2.958 2.698 -1.054
H -0.116 2.238 3.932
H 3.449 -3.773 -1.945
H -2.396 3.592 -0.642
H -0.092 0.782 -3.496
H 5.498 0.846 1.483
H -1.637 -0.067 -3.759
H -0.739 5.105 -5.948
H 2.569 0.688 0.168
H 4.324 1.458 0.309
H 1.040 5.142 -5.943
H 5.628 -2.277 0.167
H -0.055 -3.357 1.210
H -2.681 -2.233 1.632
H -1.697 4.919 -3.772
H 5.363 -2.010 1.919
H 1.021 -2.620 2.510
H -1.332 -1.364 2.428
H 2.970 -4.474 0.031
H 2.172 1.626 4.575
H 3.782 0.921 1.941
H 3.180 -2.502 3.796
H 0.927 -1.406 -3.426
H 4.878 -2.762 -1.600
H -2.620 1.642 0.530
H 3.446 -2.052 -2.418
H -1.099 -4.020 -0.052
H 2.418 -3.416 1.352
H -2.946 1.657 -1.228
H -1.569 5.163 -0.481
H 0.635 -3.751 -0.374
H 1.356 -2.702 -2.291
H 2.102 3.079 -4.510
H -3.763 0.485 -0.175
H 2.546 1.198 -1.911
H -2.680 4.883 -1.811
H 6.402 -0.899 0.986
```

Computed properties:
- Multiplicity: 5
- ⟨S²⟩: 6.0804
- Net charge: -1
- HOMO-LUMO gap (spin up / spin down): 3.227 / 4.974 eV



Model B:
C33H46CoN6 | wB97M-V/def2-TZVPD

Structure (XYZ):
```
86
Properties=species:S:1:pos:R:3
Co -0.552 0.008 0.762
N 2.113 2.731 2.222
N -2.543 1.258 -1.486
N 4.735 0.070 1.432
N 4.417 -0.697 -0.754
N 2.571 -0.064 0.444
N -0.938 2.318 -0.400
C 2.997 3.530 -0.359
C -0.654 -0.489 2.585
C -2.917 -2.148 0.072
C -5.317 1.371 -0.967
C -1.287 -0.683 -3.188
C 0.221 1.541 1.646
C 1.394 2.437 1.129
C -1.844 3.195 -0.738
C 4.257 0.223 2.800
C 3.867 -0.229 0.403
C -1.939 -0.580 1.923
C -5.891 -2.569 -4.029
C 0.176 -2.907 -0.201
C 3.236 3.409 2.055
C 3.492 -0.846 -1.854
C -2.762 -0.670 -2.963
C -3.607 -1.586 -3.580
C 1.498 -1.953 2.526
C -5.529 -0.570 -2.542
C 0.258 -1.381 1.911
C -2.800 2.656 -1.537
C 3.722 3.788 0.810
C -4.992 -1.560 -3.367
C -0.407 -1.904 0.745
C 1.756 2.887 -0.221
C -4.731 0.373 -1.904
C 5.587 -1.556 -0.755
C 6.042 0.629 1.147
C -3.348 0.283 -2.112
C -1.414 1.103 -0.658
C -3.225 -0.015 2.449
C -0.328 0.263 3.842
C -1.792 -1.495 0.817
H -6.218 -2.227 -5.023
H 1.246 -2.867 3.089
H 0.154 -3.916 0.235
H -6.372 1.102 -0.828
H -3.714 -1.422 -0.132
H 4.077 -0.765 3.253
H -5.372 -3.529 -4.165
H -6.794 -2.745 -3.428
H -0.619 2.281 2.189
H -2.563 -2.537 -0.890
H -0.753 -0.948 -2.262
H 6.828 -0.079 1.451
H 2.773 -1.660 -1.674
H -4.846 1.347 0.027
H -3.359 -2.989 0.637
H -3.962 0.064 1.642
H -5.298 2.399 -1.346
H 5.433 -2.341 -1.504
H -0.380 -2.926 -1.145
H -6.606 -0.541 -2.357
H 4.653 4.321 0.868
H -1.048 -1.444 -3.946
H -1.646 4.199 -0.380
H -3.177 -2.359 -4.232
H -1.216 0.795 4.197
H 2.324 0.381 1.333
H 0.027 -0.438 4.607
H 1.181 2.596 -1.125
H -0.899 0.279 -3.542
H 6.165 1.562 1.716
H 6.146 0.858 0.080
H 1.952 -1.241 3.227
H -3.050 0.988 2.857
H 2.230 -2.217 1.754
H 3.333 0.817 2.851
H 0.464 1.002 3.643
H 2.929 0.089 -1.955
H 5.749 -2.029 0.224
H 1.220 -2.643 -0.415
H 5.029 0.743 3.379
H 3.406 3.843 -1.326
H 6.487 -0.992 -1.035
H 3.697 3.571 3.024
H -3.650 -0.645 3.249
H 4.065 -1.052 -2.761
H -3.554 3.147 -2.168
```

Computed properties:
- Multiplicity: 5
- ⟨S²⟩: 6.0322
- Net charge: -1
- HOMO-LUMO gap (spin up / spin down): 1.587 / 7.667 eV



model A (63.0 kcal/mol below the next structure)



Model A:
C4H7N2 | wB97M-V/def2-TZVPD

Structure (XYZ):
```
13
Properties=species:S:1:pos:R:3
N 0.151 -1.380 -3.079
N 0.296 0.744 0.723
C 1.154 0.115 1.762
C -1.172 0.172 -1.172
C -0.422 -0.102 0.026
C -0.350 -0.700 -2.288
H 1.800 0.849 2.147
H -0.429 -1.196 0.271
H 1.658 -0.529 1.053
H -1.278 1.111 -1.592
H 0.214 1.732 0.764
H 0.581 -0.456 2.538
H -2.203 -0.361 -1.151
```

Computed properties:
- SMILES: C/[NH+]=C/CC#N
- Net charge: +1
- HOMO-LUMO gap: 10.474 eV



Model B:
C4H7N2 | wB97M-V/def2-TZVPD

Structure (XYZ):
```
13
Properties=species:S:1:pos:R:3
N -0.899 1.796 0.407
N 0.683 0.850 -1.302
C -0.197 -1.747 0.545
C -0.785 0.522 0.760
C 1.143 -0.176 -0.755
C 0.232 -0.419 0.289
H 0.152 1.588 -0.623
H 0.332 -2.649 0.135
H 1.265 1.199 -2.181
H 1.865 -0.904 -0.990
H -0.868 -2.335 1.272
H -1.235 -0.004 1.556
H -1.689 2.279 0.886
```

Computed properties:
- SMILES: [H]/N=C/C(=C)C=[NH2+]
- Net charge: +1
- HOMO-LUMO gap: 9.538 eV



Model C:
C4H7N2 | wB97M-V/def2-TZVPD

Structure (XYZ):
```
13
Properties=species:S:1:pos:R:3
N 1.884 -0.114 0.489
N -0.307 0.461 0.244
C -1.173 1.523 -0.308
C -1.335 -0.383 0.583
C 0.924 -0.137 -0.452
C -2.123 0.624 -0.106
H 0.593 -1.231 -0.897
H 2.273 0.841 0.763
H -0.888 2.552 -0.615
H 1.720 -0.750 1.264
H -1.367 -2.854 -1.172
H 1.262 0.560 -1.186
H -1.463 -1.092 1.393
```

Computed properties:
- Net charge: +1
- HOMO-LUMO gap (spin up / spin down): 7.893 / 7.292 eV



Model D:
C4H7N2 | wB97M-V/def2-TZVPD

Structure (XYZ):
```
13
Properties=species:S:1:pos:R:3
N 1.427 -0.078 0.242
N -1.841 -0.051 -0.214
C 0.447 0.556 -0.741
C -0.798 -0.700 0.502
C -0.819 0.743 0.051
C 0.430 -0.913 -0.393
H -1.148 2.215 1.665
H 1.411 0.302 1.171
H -0.878 -1.198 1.523
H 2.264 0.020 -0.198
H -2.102 -0.235 -1.203
H 0.847 -1.770 -0.812
H 0.761 1.109 -1.592
```

Computed properties:
- Net charge: +1
- HOMO-LUMO gap (spin up / spin down): 9.393 / 9.292 eV



model A (19.7 kcal/mol below the next structure)



Model A:
C4H7N2 | wB97M-V/def2-TZVPD

Structure (XYZ):
```
13
Properties=species:S:1:pos:R:3
N -1.202 0.330 -0.476
N 0.804 1.382 0.238
C 0.749 -1.029 0.194
C -0.058 -1.659 1.052
C -0.968 -2.449 1.431
C 0.331 0.244 -0.466
H 1.013 1.234 1.215
H 1.529 1.918 -0.212
H -1.518 0.431 0.502
H -1.627 -0.524 -0.864
H 1.754 -1.376 -0.007
H 0.712 0.344 -1.608
H -1.518 1.155 -0.999
```

Computed properties:
- Net charge: +1
- HOMO-LUMO gap: 8.587 eV



Model B:
C4H7N2 | wB97M-V/def2-TZVPD

Structure (XYZ):
```
13
Properties=species:S:1:pos:R:3
N -1.632 -0.061 -0.127
N 1.465 -0.184 0.461
C 1.844 0.835 -0.290
C 0.580 -1.291 0.038
C -2.691 0.582 -0.039
C -0.758 -0.816 -0.228
H 1.595 0.786 -1.371
H -3.042 1.211 -0.913
H 1.002 -1.732 -0.871
H -2.896 0.931 0.944
H 0.367 -2.008 0.868
H 2.275 1.728 0.115
H 1.891 0.019 1.413
```

Computed properties:
- Net charge: +1
- HOMO-LUMO gap (spin up / spin down): 5.919 / 5.915 eV



model B (11.5 kcal/mol below the next structure)



Model A:
C4H7N2 | wB97M-V/def2-TZVPD

Structure (XYZ):
```
13
Properties=species:S:1:pos:R:3
N 0.287 1.470 0.091
N -0.171 -0.588 -0.357
C 1.058 -0.593 0.513
C 1.188 0.658 0.857
C 0.055 0.670 -1.065
C -1.082 0.064 0.624
H 1.949 1.296 1.278
H -0.848 0.996 -1.674
H 0.981 0.768 -1.644
H -0.923 -0.306 1.620
H -2.009 0.408 0.353
H 1.257 -1.526 1.078
H -0.300 -1.590 -0.677
```

Computed properties:
- Net charge: +1
- HOMO-LUMO gap: 9.148 eV



Model B:
C4H7N2 | wB97M-V/def2-TZVPD

Structure (XYZ):
```
13
Properties=species:S:1:pos:R:3
N 0.502 -1.099 0.360
N 0.773 -0.514 -1.680
C 0.133 0.582 -1.057
C 1.072 -1.522 -0.833
C -0.185 -0.014 0.279
C -0.836 0.491 1.469
H 0.698 1.465 -0.858
H -0.619 -0.169 2.344
H 0.426 -1.693 1.230
H -1.968 0.493 1.343
H -0.686 0.897 -1.601
H 1.319 -0.462 -2.617
H -0.628 1.546 1.621
```

Computed properties:
- Net charge: +1
- HOMO-LUMO gap: 8.648 eV



Model C:
C4H7N2 | wB97M-V/def2-TZVPD

Structure (XYZ):
```
13
Properties=species:S:1:pos:R:3
N 0.549 0.211 2.264
N -1.140 0.395 0.667
C -0.200 0.052 1.327
C 1.137 -0.298 -1.632
C -3.138 0.113 -0.709
C -1.986 0.462 -0.214
H -4.108 0.192 -0.104
H 1.369 0.417 -2.420
H 1.797 -1.246 -1.629
H -3.469 0.348 -1.554
H 0.090 -0.339 -1.503
H 1.108 0.410 3.016
H 1.148 0.461 -0.575
```

Computed properties:
- Net charge: +1
- HOMO-LUMO gap: 8.324 eV



Model D:
C4H7N2 | wB97M-V/def2-TZVPD

Structure (XYZ):
```
13
Properties=species:S:1:pos:R:3
N -2.262 1.460 0.053
N -0.258 0.986 -1.000
C 1.493 -0.476 -0.096
C -1.403 1.487 -0.759
C 0.144 0.102 0.095
C -0.677 -0.057 1.132
H 2.391 -0.173 0.523
H -3.221 1.375 -0.020
H 0.244 1.241 -1.879
H 1.866 -0.449 -1.181
H -0.387 -0.865 1.845
H -1.740 0.341 1.281
H 1.419 -1.493 0.315
```

Computed properties:
- SMILES: C=C(C)NC#[NH+]
- Net charge: +1
- HOMO-LUMO gap: 8.375 eV



model B (33.7 kcal/mol below the next structure)



Model A:
C3H6N2O2S | wB97M-V/def2-TZVPD

Structure (XYZ):
```
14
Properties=species:S:1:pos:R:3
S 3.632 0.384 0.181
O 4.184 -0.940 0.144
O 2.797 0.744 -0.984
N 0.783 1.191 0.819
N 1.157 -1.027 0.364
C -0.205 0.874 -0.261
C 1.700 0.061 0.925
C 0.141 -0.580 -0.572
H 0.980 2.124 1.138
H -0.796 -1.209 -0.521
H 0.552 -0.644 -1.524
H -1.259 0.931 0.148
H 1.859 -1.694 0.104
H 0.035 1.402 -1.089
```

Computed properties:
- SMILES: O=S(=O)=C1NCCN1
- Net charge: 0
- HOMO-LUMO gap: 9.279 eV



Model B:
C3H6N2O2S | wB97M-V/def2-TZVPD

Structure (XYZ):
```
14
Properties=species:S:1:pos:R:3
S -0.989 1.621 -0.077
O 2.090 0.041 1.281
O 3.064 0.247 -0.706
N -0.373 0.063 0.306
N -2.727 -0.725 -0.126
C -1.395 -1.086 0.114
C 0.721 -0.085 -0.794
C 2.117 0.067 -0.053
H -1.198 2.185 1.419
H 1.125 -0.224 1.374
H 0.529 -1.093 -1.348
H 0.532 0.839 -1.550
H -0.850 -2.137 0.161
H -2.646 0.288 -0.003
```

Computed properties:
- SMILES: [H]/N=C\N(S)CC(=O)O
- Net charge: 0
- HOMO-LUMO gap: 9.923 eV



model A (26.0 kcal/mol below the next structure)



Model A:
C3H6N2O2S | wB97M-V/def2-TZVPD

Structure (XYZ):
```
14
Properties=species:S:1:pos:R:3
S -1.408 -0.854 0.814
O -2.229 -1.571 -0.097
O 0.196 -0.311 -0.099
N -1.880 0.766 0.896
N -2.649 1.230 -0.286
C 1.522 -0.748 -0.839
C 2.563 -0.463 0.112
C 3.170 -0.264 1.122
H 3.835 0.225 1.754
H -1.105 1.387 1.042
H -2.136 1.917 -0.733
H 1.341 -0.002 -1.724
H 1.525 -1.742 -1.056
H -2.745 0.431 -0.906
```

Computed properties:
- Net charge: 0
- HOMO-LUMO gap: 9.759 eV



Model B:
C3H6N2O2S | wB97M-V/def2-TZVPD

Structure (XYZ):
```
14
Properties=species:S:1:pos:R:3
S -0.002 -1.111 -1.156
O -1.343 -1.416 1.127
O -1.914 1.245 -0.010
N 2.419 -0.410 0.330
N 1.525 0.603 0.248
C -1.193 -1.782 -0.034
C 0.404 0.423 -0.363
C -0.560 1.555 -0.453
H 2.937 -0.340 1.171
H -0.154 2.324 0.217
H -1.842 0.915 0.887
H -1.646 -2.660 -0.492
H -0.728 1.985 -1.472
H 2.096 -1.330 -0.001
```

Computed properties:
- SMILES: N/N=C(/CO)SC=O
- Net charge: 0
- HOMO-LUMO gap: 9.793 eV



Model C:
C3H6N2O2S | wB97M-V/def2-TZVPD

Structure (XYZ):
```
14
Properties=species:S:1:pos:R:3
S 1.755 -1.520 -0.500
O -2.652 -0.417 -0.643
O -1.431 -1.794 0.647
N 0.956 -0.118 -0.056
N -0.719 1.428 -0.207
C -0.401 0.158 -0.257
C -1.561 -0.792 -0.050
C 1.863 0.968 0.246
H 2.891 0.307 0.013
H 1.725 1.514 1.394
H -1.746 1.502 -0.434
H 1.317 -2.339 0.498
H -3.652 -0.817 -0.134
H 1.656 1.920 -0.516
```

Computed properties:
- SMILES: [H]/N=C(\C(=O)O)N(C)S
- Net charge: 0
- HOMO-LUMO gap: 8.707 eV



model B (34.7 kcal/mol below the next structure)